[1]
{
  "formula": "C5H13NO2",
  "method": "ωB97M-V/def2-TZVPD",
  "species": ["C", "C", "O", "C", "C", "C", "O", "N", "H", "H", "H", "H", "H", "H", "H", "H", "H", "H", "H", "H", "H"],
  "positions_angstrom": [[2.094594, 0.568149, -0.835331], [0.654901, 1.009633, -1.087470], [0.549843, 2.413052, -0.997799], [-0.472421, 0.302551, -0.189617], [-0.395473, 0.690500, 1.280356], [-0.333646, -1.191559, -0.397370], [-1.614561, -1.881095, -0.207683], [-1.977341, -1.979032, 1.173398], [2.762611, 1.094009, -1.515307], [2.216684, -0.494828, -1.021999], [2.393668, 0.791172, 0.187385], [0.386257, 0.794558, -2.127659], [0.865135, 2.684685, -0.127842], [-1.431264, 0.623942, -0.607567], [-0.376655, 1.771073, 1.414182], [0.491135, 0.275777, 1.757306], [-1.274131, 0.315990, 1.798872], [-0.098201, -1.442965, -1.433120], [0.396120, -1.624912, 0.294488], [-2.971481, -1.761577, 1.208308], [-1.865775, -2.959124, 1.434470]],
  "forces_ev_per_a": [[-0.41, -0.03, -0.07], [-0.90, -0.44, 0.42], [0.00, 0.41, 0.14], [1.51, 0.51, -0.79], [-0.12, 0.17, -0.13], [-1.57, -0.52, 0.63], [0.47, -0.05, -0.06], [0.37, 0.14, 0.02], [-0.03, 0.10, 0.01], [0.04, -0.19, 0.10], [0.07, -0.04, 0.13], [0.07, -0.10, 0.09], [-0.04, 0.02, -0.07], [0.11, -0.03, -0.03], [-0.01, 0.14, -0.05], [0.05, -0.10, 0.07], [0.12, -0.04, 0.12], [0.13, 0.02, 0.06], [0.06, -0.01, -0.19], [0.18, -0.09, -0.17], [-0.12, 0.12, -0.24]],
  "mulliken_charge": [-1.30, -0.16, -0.56, 0.71, -1.56, -0.62, -0.32, -0.50, 0.37, 0.35, 0.31, 0.41, 0.37, 0.22, 0.41, 0.33, 0.44, 0.35, 0.30, 0.22, 0.23],
  "smiles": "C[C@H](O)[C@H](C)CON",
  "total_energy_ha": -403.47031,
  "fmax_ev_per_a": 1.8
}

---

[2]
{
  "formula": "C22H32ClGeMoNO4S2SbSe",
  "method": "ωB97M-V/def2-TZVPD",
  "species": ["Mo", "S", "C", "N", "C", "C", "C", "C", "C", "C", "S", "H", "H", "H", "H", "O", "Cl", "O", "O", "O", "C", "Sb", "C", "C", "H", "H", "H", "H", "H", "H", "H", "H", "H", "C", "Ge", "C", "C", "C", "Se", "C", "H", "H", "H", "H", "H", "H", "H", "H", "H", "H", "H", "H", "H", "H", "C", "C", "C", "C", "C", "C", "C", "H", "H", "H", "H", "H"],
  "positions_angstrom": [[0.005636, -0.644446, -0.491375], [-2.046994, -1.976342, -1.187223], [-0.774242, -3.047685, -1.530851], [0.461297, -2.586735, -1.364968], [1.396896, -3.583297, -1.412836], [2.784647, -3.430579, -1.402726], [3.588950, -4.554750, -1.374855], [3.044185, -5.835165, -1.401460], [1.668301, -6.007993, -1.490767], [0.864083, -4.884552, -1.504702], [-0.880699, -4.808300, -1.618531], [3.206497, -2.435085, -1.435119], [4.663097, -4.431703, -1.321204], [3.686923, -6.703812, -1.354557], [1.223211, -6.992351, -1.540197], [2.017016, 1.361761, -3.313852], [0.657204, 1.561066, -2.927450], [0.049345, 0.260553, -2.661435], [-0.087965, 2.183276, -3.972233], [0.631770, 2.406383, -1.765989], [4.356128, 0.348839, -1.345040], [2.556786, 0.195453, -0.147753], [3.431563, -1.072168, 1.349001], [2.882054, 2.012632, 0.954589], [5.136353, 0.814331, -0.744900], [4.141434, 0.947393, -2.223334], [4.683416, -0.642982, -1.654692], [4.484621, -0.842434, 1.511335], [3.326209, -2.115018, 1.058436], [2.885120, -0.916860, 2.276528], [3.904841, 2.035106, 1.330391], [2.183560, 2.033004, 1.790278], [2.697898, 2.872627, 0.313830], [-4.001877, 3.778243, 0.434314], [-3.688056, 3.185042, -1.433859], [-2.723141, 4.591807, -2.427795], [-5.423628, 2.726301, -2.286277], [-2.583232, 1.545924, -1.505343], [-1.415165, 1.311788, 0.040868], [-2.835367, 0.538145, 1.136592], [-4.208892, 4.847234, 0.471944], [-3.112672, 3.575186, 1.030601], [-4.847681, 3.254658, 0.878852], [-3.033546, 5.592139, -2.129318], [-2.880995, 4.480186, -3.499382], [-1.656254, 4.482142, -2.236601], [-6.093540, 3.583120, -2.343098], [-5.915324, 1.940581, -1.713584], [-5.253712, 2.353360, -3.295520], [-1.950569, 1.621889, -2.385102], [-3.168273, 0.629197, -1.588251], [-3.724875, 1.162734, 1.071599], [-2.480040, 0.482175, 2.162442], [-3.041783, -0.464432, 0.767672], [0.038660, -0.950414, 1.347146], [0.079509, -0.784013, 2.744644], [0.244585, -1.850360, 3.655217], [0.248896, -1.629073, 5.016519], [0.108831, -0.346785, 5.536033], [-0.027215, 0.725600, 4.658814], [-0.047747, 0.517843, 3.296872], [0.367044, -2.845865, 3.248737], [0.358116, -2.467733, 5.693903], [0.110055, -0.180912, 6.605426], [-0.116733, 1.732350, 5.051557], [-0.154542, 1.341773, 2.598016]],
  "forces_ev_per_a": [[0.25, -1.46, 3.11], [-0.10, -0.08, -0.52], [0.39, -0.15, 1.12], [-0.71, -0.49, -0.77], [0.45, -0.62, -0.20], [-0.24, 0.08, 0.05], [0.11, 0.10, 0.01], [-0.25, -0.18, 0.02], [0.24, -0.02, -0.02], [-0.25, 0.23, 0.01], [0.31, 0.41, -0.22], [0.02, -0.01, 0.12], [0.02, -0.01, -0.06], [0.04, 0.00, -0.03], [0.06, -0.07, -0.01], [0.41, -0.30, -0.24], [0.61, 1.14, -0.55], [-0.29, -0.58, 0.54], [-0.34, -0.02, -0.45], [-0.28, -0.05, 0.37], [-0.34, -0.07, 0.05], [0.14, 0.23, 0.60], [0.10, 0.08, -0.05], [0.00, -0.10, -0.12], [0.00, 0.00, 0.06], [0.03, 0.04, -0.08], [0.01, -0.02, -0.02], [0.06, 0.03, -0.03], [-0.02, -0.06, -0.01], [-0.07, 0.00, 0.06], [0.02, 0.03, 0.02], [-0.01, -0.01, 0.02], [-0.02, 0.01, -0.03], [0.03, -0.09, -0.33], [-0.11, -0.06, 0.03], [-0.14, -0.24, 0.17], [0.33, 0.17, 0.14], [-0.18, 0.30, 0.06], [-0.45, 1.16, 0.44], [-0.01, -0.10, -0.14], [0.00, 0.04, -0.06], [0.01, 0.03, 0.02], [-0.02, -0.04, 0.00], [-0.06, 0.02, 0.03], [-0.01, -0.04, -0.04], [0.06, -0.01, 0.02], [-0.02, 0.06, 0.01], [0.00, -0.03, 0.05], [0.03, -0.01, -0.04], [-0.01, -0.06, -0.02], [-0.03, 0.06, -0.05], [0.04, 0.04, 0.04], [0.00, 0.01, -0.01], [-0.03, 0.02, 0.06], [0.17, 0.46, -4.33], [0.05, 0.41, 1.60], [-0.09, 0.22, -0.61], [-0.01, 0.02, 0.34], [0.02, 0.01, -0.15], [-0.02, 0.05, 0.28], [0.09, -0.46, -0.45], [-0.02, -0.06, 0.04], [0.03, -0.02, -0.01], [0.02, -0.02, 0.01], [-0.02, 0.00, -0.02], [0.02, 0.05, 0.14]],
  "mulliken_charge": [-0.40, -0.44, 0.33, -0.02, -0.89, 0.04, -0.71, -0.45, -0.50, 0.86, -0.30, 0.30, 0.38, 0.36, 0.37, -0.73, 1.50, -0.61, -0.69, -0.57, -1.40, 1.02, -1.29, -1.33, 0.38, 0.39, 0.40, 0.46, 0.31, 0.34, 0.47, 0.26, 0.35, -1.30, 0.80, -1.22, -1.31, -0.74, -0.02, -0.95, 0.42, 0.35, 0.33, 0.40, 0.35, 0.32, 0.38, 0.37, 0.37, 0.27, 0.42, 0.33, 0.35, 0.25, -0.13, 1.06, -0.28, -0.48, -0.40, -0.95, -0.13, 0.45, 0.38, 0.37, 0.38, 0.38],
  "total_energy_ha": -7256.37852,
  "charge": -1,
  "fmax_ev_per_a": 4.4
}

---

[3]
{
  "formula": "C2H4BrN",
  "method": "ωB97M-V/def2-TZVPD",
  "species": ["C", "C", "N", "Br", "H", "H", "H", "H"],
  "positions_angstrom": [[0.456800, 0.514468, -0.006251], [-0.796479, -0.917280, 0.026380], [0.119447, 1.678134, -0.023956], [2.173880, -0.397070, 0.007298], [-0.623836, -1.139292, -1.090300], [-1.774698, -0.549620, 0.279724], [-0.448758, -1.523982, 0.848791], [0.893644, 2.334644, -0.041686]],
  "forces_ev_per_a": [[-2.98, -5.27, 0.68], [3.00, 3.49, -1.77], [0.17, 1.66, -0.06], [0.15, 0.59, -0.07], [-0.57, -0.58, 2.15], [-0.31, 0.47, -0.33], [0.43, -0.62, -0.53], [0.10, 0.27, -0.06]],
  "mulliken_charge": [0.26, -0.84, -0.47, -0.16, 0.31, 0.26, 0.34, 0.29],
  "total_energy_ha": -2707.30995,
  "fmax_ev_per_a": 6.1
}

---

[4]
{
  "formula": "C4H8OS",
  "method": "ωB97M-V/def2-TZVPD",
  "species": ["C", "C", "O", "C", "C", "S", "H", "H", "H", "H", "H", "H", "H", "H"],
  "positions_angstrom": [[-2.267278, 0.408535, -0.065837], [-1.069079, -0.451037, -0.005319], [0.085998, 0.369115, -0.071974], [1.305048, -0.321489, 0.078154], [2.532625, 0.585280, 0.120056], [4.046063, 0.009542, -0.099614], [-2.418237, 1.087690, 0.788731], [-2.054522, 0.994274, -1.004067], [-3.190362, -0.158899, -0.208834], [-1.048583, -1.174312, 0.849029], [-1.056312, -1.081594, -0.872756], [1.394359, -1.074661, -0.750435], [1.254217, -0.865924, 1.069339], [2.486059, 1.673477, 0.173531]],
  "forces_ev_per_a": [[-0.44, 1.35, -1.02], [0.90, -1.21, 0.86], [0.30, 0.73, 0.39], [-0.33, -0.58, 0.60], [0.85, -0.68, -1.00], [-0.97, 0.12, 0.31], [0.32, -0.26, -0.33], [-0.78, -0.08, 0.96], [0.20, -0.06, -0.03], [0.17, 0.75, -0.13], [-0.08, -0.59, -0.75], [0.30, 0.48, 0.73], [0.35, 0.21, -0.90], [-0.79, -0.19, 0.29]],
  "mulliken_charge": [-1.11, -0.24, -0.28, -0.25, -0.34, -0.21, 0.29, 0.26, 0.35, 0.35, 0.29, 0.31, 0.27, 0.31],
  "smiles": "CCOCC=S",
  "total_energy_ha": -630.57579,
  "fmax_ev_per_a": 1.7
}

---

[5]
{
  "formula": "H10O5",
  "method": "ωB97M-V/def2-TZVPD",
  "species": ["O", "H", "H", "O", "H", "H", "O", "H", "H", "O", "H", "H", "O", "H", "H"],
  "positions_angstrom": [[-0.274885, 1.160537, -0.177622], [0.046082, 1.783998, 0.483639], [-1.020917, 0.726769, 0.251646], [-1.090064, 1.322442, 1.898991], [-1.430313, 0.422668, 1.838761], [-1.722138, 1.846462, 1.394140], [0.671411, 4.977604, -1.758867], [1.051529, 4.176788, -1.380457], [-0.279886, 4.849628, -1.671421], [0.992248, -3.137993, 1.089532], [1.805471, -3.505825, 0.725722], [0.381866, -3.883849, 1.100539], [0.273719, -3.185135, -1.280291], [0.966141, -3.763844, -1.618875], [-0.370265, -3.790249, -0.895436]],
  "forces_ev_per_a": [[0.64, 0.10, -2.46], [-0.01, -0.58, -0.26], [1.01, 0.16, -0.94], [-1.49, 0.25, 2.65], [0.05, -0.05, 0.61], [-0.15, 0.18, 0.41], [-0.10, -0.09, 0.13], [-0.01, 0.03, -0.09], [0.10, 0.01, -0.06], [0.27, -0.27, 1.17], [-0.12, 0.18, 0.03], [0.17, 0.15, 0.14], [-0.29, -0.33, -1.02], [-0.09, 0.09, -0.13], [0.03, 0.16, -0.17]],
  "mulliken_charge": [-0.62, 0.36, 0.31, -0.76, 0.33, 0.39, -0.64, 0.32, 0.32, -0.60, 0.30, 0.30, -0.62, 0.31, 0.30],
  "smiles": "O.O.O.O.O",
  "total_energy_ha": -382.11502,
  "fmax_ev_per_a": 3.0
}

---

[6]
{
  "formula": "C3H3N2S",
  "method": "ωB97M-V/def2-TZVPD",
  "species": ["C", "C", "C", "N", "N", "S", "H", "H", "H"],
  "positions_angstrom": [[1.217607, 0.211995, -0.045203], [-0.514090, 1.726707, -0.109565], [-0.870713, -0.718466, -0.043725], [0.621098, 1.423159, 0.153233], [0.354301, -0.828103, 0.080197], [2.866766, -0.089815, -0.030398], [-1.334454, 2.516717, -0.112559], [-1.576976, -1.362644, 0.208660], [2.601673, -1.411595, -0.462306]],
  "forces_ev_per_a": [[-0.44, -0.84, 1.56], [-2.02, -1.05, -0.26], [3.25, 4.66, -1.49], [0.94, 1.77, -0.45], [-0.27, -1.13, -0.39], [-0.29, -0.71, -1.13], [1.57, -1.01, 0.34], [-3.20, -2.93, 1.15], [0.47, 1.24, 0.67]],
  "mulliken_charge": [0.75, 0.06, -0.27, -0.22, -0.24, -0.05, 0.35, 0.36, 0.27],
  "total_energy_ha": -623.34334,
  "charge": 1,
  "fmax_ev_per_a": 5.9
}

---

Please write out number 5 again, unchanged.
{
  "formula": "H10O5",
  "method": "ωB97M-V/def2-TZVPD",
  "species": ["O", "H", "H", "O", "H", "H", "O", "H", "H", "O", "H", "H", "O", "H", "H"],
  "positions_angstrom": [[-0.274885, 1.160537, -0.177622], [0.046082, 1.783998, 0.483639], [-1.020917, 0.726769, 0.251646], [-1.090064, 1.322442, 1.898991], [-1.430313, 0.422668, 1.838761], [-1.722138, 1.846462, 1.394140], [0.671411, 4.977604, -1.758867], [1.051529, 4.176788, -1.380457], [-0.279886, 4.849628, -1.671421], [0.992248, -3.137993, 1.089532], [1.805471, -3.505825, 0.725722], [0.381866, -3.883849, 1.100539], [0.273719, -3.185135, -1.280291], [0.966141, -3.763844, -1.618875], [-0.370265, -3.790249, -0.895436]],
  "forces_ev_per_a": [[0.64, 0.10, -2.46], [-0.01, -0.58, -0.26], [1.01, 0.16, -0.94], [-1.49, 0.25, 2.65], [0.05, -0.05, 0.61], [-0.15, 0.18, 0.41], [-0.10, -0.09, 0.13], [-0.01, 0.03, -0.09], [0.10, 0.01, -0.06], [0.27, -0.27, 1.17], [-0.12, 0.18, 0.03], [0.17, 0.15, 0.14], [-0.29, -0.33, -1.02], [-0.09, 0.09, -0.13], [0.03, 0.16, -0.17]],
  "mulliken_charge": [-0.62, 0.36, 0.31, -0.76, 0.33, 0.39, -0.64, 0.32, 0.32, -0.60, 0.30, 0.30, -0.62, 0.31, 0.30],
  "smiles": "O.O.O.O.O",
  "total_energy_ha": -382.11502,
  "fmax_ev_per_a": 3.0
}